The following is a quantum chemistry calculation of C13H14Cl2NOPtSe2 as an isolated structure, from the Open Molecules 2025 dataset.

Calculated values
Total energy: -176198.080 eV
HOMO (alpha / beta): -17.83 / -18.80 eV
Charge: +3
Energy above the lowest of the compared OMol25 structures with the same formula, charge and spin: 1.4 kJ/mol
Multiplicity: 5

Positions of all 34 atoms, in Å:
Pt (0.13297, 0.88745, -0.92221)
C (0.05829, 1.45352, 3.30207)
Se (-0.84518, 0.57794, 1.84424)
C (-2.22807, 1.89942, 1.44847)
C (-1.69353, 3.23007, 0.95944)
Se (-0.89853, 3.02596, -0.80744)
C (0.06905, 4.66772, -1.10935)
H (-0.61469, 1.38137, 4.15991)
H (0.28284, 2.49420, 3.08375)
H (0.97058, 0.89645, 3.50143)
H (-2.78228, 2.05124, 2.37775)
H (-2.89300, 1.41012, 0.73662)
H (-0.89684, 3.64415, 1.57785)
H (-2.48835, 3.97494, 0.88019)
H (-0.66865, 5.47035, -1.08241)
H (0.53227, 4.59922, -2.09107)
H (0.80870, 4.77654, -0.31613)
Cl (-3.35970, -2.77601, -1.11378)
C (-1.68794, -2.97026, -1.08240)
C (-1.10674, -4.22039, -1.17642)
C (0.27619, -4.37070, -1.15821)
Cl (0.93856, -5.90254, -1.27493)
C (1.15358, -3.22196, -1.04672)
C (2.55777, -3.28418, -1.03881)
C (3.29051, -2.12002, -0.95147)
C (2.62765, -0.89918, -0.87202)
N (1.29331, -0.83242, -0.86193)
C (0.55905, -1.97375, -0.95162)
C (-0.87249, -1.80247, -0.97116)
O (-1.37893, -0.62671, -0.89255)
H (-1.74031, -5.09346, -1.26955)
H (3.05765, -4.24235, -1.10646)
H (4.37157, -2.13700, -0.95334)
H (3.17468, 0.03273, -0.82171)

The following is a quantum chemistry calculation of one molecule with the formula C5H7NO in a non-equilibrium geometry, from the Open Molecules 2025 dataset.

Calculated values
Total energy: -8835.669 eV
HOMO: -10.29 eV
Energy above the lowest of the compared OMol25 structures with the same formula, charge and spin: 51.5 kJ/mol
SMILES: CC(=O)[C@@H](C)C#N

Positions of all 14 atoms, in Å:
C (-0.13715, -0.53247, -1.95314)
C (-0.70048, -0.27398, -0.57777)
O (-1.81625, -0.62888, -0.27876)
C (0.11997, 0.53057, 0.45495)
C (-0.30279, 0.18051, 1.88456)
C (1.57248, 0.40719, 0.27900)
N (2.72096, 0.31884, 0.16202)
H (-0.76567, -0.00852, -2.68099)
H (-0.22924, -1.60276, -2.14381)
H (0.90627, -0.23439, -2.07119)
H (-0.13332, 1.58050, 0.23948)
H (-0.05029, -0.86057, 2.10669)
H (0.19942, 0.82556, 2.60912)
H (-1.38390, 0.29840, 1.96983)

The following is a quantum chemistry calculation of a 2-piece molecular cluster, C2HBrN2O overall in a non-equilibrium geometry, from the Open Molecules 2025 dataset.

Calculated values
Total energy: -77155.916 eV
HOMO: -9.30 eV
Energy above the lowest of the compared OMol25 structures with the same formula, charge and spin: 295.3 kJ/mol
SMILES: [O-][N+]#CBr.C#N

Positions of all 7 atoms, in Å:
O (1.05806, 2.22239, 0.08459)
N (1.44596, 1.11639, 0.07978)
C (1.86625, 0.08295, -0.22077)
Br (2.15749, -1.66924, 0.02489)
C (-2.19920, -0.60913, -0.00236)
N (-1.07391, -0.58600, -0.15278)
H (-3.25465, -0.55735, 0.18666)

The following is a quantum chemistry calculation of C39H44GeN8O2STi as an isolated structure, from the Open Molecules 2025 dataset.

Calculated values
Total energy: -147638.964 eV
HOMO: -7.64 eV
Energy above the lowest of the compared OMol25 structures with the same formula, charge and spin: 0.0 kJ/mol

Positions of all 96 atoms, in Å:
Ti (0.03225, 0.25421, -0.95215)
C (0.00689, 1.29574, -4.08626)
N (-0.42255, 1.67925, -2.73390)
C (0.37068, 2.87089, -2.32053)
C (-1.82867, 2.05524, -2.68072)
C (-2.51770, 2.65702, -3.71807)
C (-3.82131, 3.09973, -3.52234)
C (-4.40161, 2.96463, -2.27085)
C (-3.71382, 2.36099, -1.22839)
C (-2.42276, 1.86528, -1.43050)
N (-1.64414, 1.21731, -0.48504)
C (-2.28898, 0.84986, 0.73690)
C (-3.38576, -0.00848, 0.69602)
C (-4.05529, -0.39071, 1.84528)
C (-3.61447, 0.08548, 3.07164)
C (-2.51065, 0.92011, 3.13399)
C (-1.83112, 1.32322, 1.97843)
N (-0.71194, 2.16153, 2.04129)
C (0.06137, 2.14385, 3.26099)
C (-0.85650, 3.48718, 1.47705)
H (1.06812, 1.07115, -4.06893)
H (-0.15415, 2.11078, -4.79473)
H (-0.54148, 0.41579, -4.41557)
H (0.23429, 3.67411, -3.05044)
H (0.03541, 3.20924, -1.34281)
H (1.41981, 2.59685, -2.25944)
H (-2.05627, 2.79632, -4.68555)
H (-4.36518, 3.55725, -4.33730)
H (-5.40584, 3.33079, -2.09881)
H (-4.18297, 2.25272, -0.26023)
H (-3.70384, -0.38000, -0.27195)
H (-4.90080, -1.06327, 1.78465)
H (-4.12600, -0.19512, 3.98423)
H (-2.17141, 1.28238, 4.09575)
H (-0.41877, 2.68619, 4.08986)
H (0.24953, 1.11324, 3.56259)
H (1.02335, 2.61823, 3.06441)
H (-1.35283, 4.17911, 2.17532)
H (0.13397, 3.88709, 1.24431)
H (-1.44197, 3.45375, 0.56160)
N (-3.81186, -5.46179, 3.95191)
C (-2.86397, -4.74439, 3.24279)
C (-1.99415, -5.40028, 2.36358)
C (-1.01877, -4.69627, 1.68914)
C (-0.89279, -3.32957, 1.90042)
C (-1.74326, -2.66313, 2.77138)
C (-2.72652, -3.36695, 3.43720)
S (0.35488, -2.41062, 1.09437)
O (0.81808, -1.40304, 2.00834)
O (1.29350, -3.31998, 0.50206)
N (-0.41046, -1.55809, -0.09451)
C (-1.09907, -2.16616, -1.10062)
N (-1.40758, -3.45659, -1.14668)
C (-2.12729, -3.84986, -2.19000)
C (-2.54542, -2.99525, -3.19745)
C (-2.13810, -1.67868, -3.08321)
N (-1.41959, -1.26220, -2.05510)
H (-4.07313, -6.35659, 3.57450)
H (-4.58472, -4.93833, 4.32604)
H (-2.08706, -6.47035, 2.22026)
H (-0.34482, -5.19235, 1.00569)
H (-1.62646, -1.59781, 2.92365)
H (-3.39184, -2.85229, 4.12059)
H (-2.37327, -4.90627, -2.22059)
H (-3.14028, -3.33916, -4.02924)
H (-2.39827, -0.93346, -3.82805)
N (7.16180, 1.43806, 5.80614)
C (6.35523, 1.39538, 4.98855)
C (5.34233, 1.34208, 3.96696)
C (4.61063, 0.17228, 3.76806)
C (3.63704, 0.12104, 2.78914)
C (3.38221, 1.24331, 1.99521)
C (4.11686, 2.41318, 2.20278)
C (5.09135, 2.46392, 3.18029)
C (2.37955, 1.18800, 0.97622)
C (1.51964, 1.14465, 0.11497)
H (4.81041, -0.69335, 4.38509)
H (3.04623, -0.77145, 2.63890)
H (3.91762, 3.27986, 1.58610)
H (5.66291, 3.36788, 3.34149)
C (4.55749, -0.42594, -1.25111)
Ge (3.32659, -0.12147, -2.73602)
C (3.81895, -1.34426, -4.19118)
C (3.67649, 1.69034, -3.42086)
C (1.47140, -0.55995, -2.27861)
H (5.55776, -0.60973, -1.64737)
H (4.25113, -1.29408, -0.66531)
H (4.59819, 0.43791, -0.59120)
H (4.85229, -1.18762, -4.50419)
H (3.17060, -1.19201, -5.05637)
H (3.71055, -2.37867, -3.86128)
H (4.73464, 1.74094, -3.68514)
H (3.48764, 2.46531, -2.67785)
H (3.10222, 1.91635, -4.32104)
H (1.62234, -1.44869, -1.64004)
H (0.99329, -0.93280, -3.18856)